Entry 1:
{"formula": "C4H10N2", "method": "ωB97M-V/def2-TZVPD", "multiplicity": 1, "e_above_lowest_kcal_mol": 169.9, "charge": 0, "e_homo_ha": -0.26807, "orbital_gap_ha": 0.16897, "elements": ["C", "C", "C", "N", "C", "N", "H", "H", "H", "H", "H", "H", "H", "H", "H", "H"], "positions_angstrom": [[2.13929, -0.02284, 0.07777], [1.13234, 0.39033, -0.87816], [-0.12580, 1.06926, -0.17504], [-2.13067, -0.69461, -0.50892], [-1.80267, -0.56105, 0.81474], [-0.53022, 0.26813, 1.04476], [2.14015, -1.07445, 0.41826], [0.68289, -0.54582, -1.26403], [0.37551, -0.18896, 1.15824], [1.43812, 1.03293, -1.70071], [3.18439, 0.17223, -0.13227], [0.21626, 2.00144, 0.29568], [-0.94707, 1.04423, -0.90389], [-1.65402, -1.49685, 1.39225], [-1.45273, -1.30246, -0.98429], [-2.66576, -0.09151, 1.34562]], "atomic_forces_ev_per_a": [[0.7, -1.3, -1.5], [-0.4, -0.6, 0.4], [-0.3, -0.3, 1.9], [0.6, 0.0, -0.9], [-1.0, -0.6, 1.7], [0.9, 0.8, -2.5], [-0.8, 0.7, 0.6], [-0.2, 0.3, -0.2], [-0.9, -0.9, 1.1], [0.3, 0.1, 0.2], [0.0, 1.0, 0.3], [-0.1, 0.1, -0.9], [0.1, 0.6, 0.2], [0.4, 0.0, -0.3], [-0.2, -0.1, 0.2], [0.9, 0.2, -0.3]]}

=====

Entry 2:
{"formula": "C12H15N", "method": "ωB97M-V/def2-TZVPD", "multiplicity": 1, "e_above_lowest_kcal_mol": 167.4, "charge": 0, "e_homo_ha": [-0.28472, -0.28455], "orbital_gap_ha": [0.28785, 0.28771], "elements": ["C", "C", "C", "C", "C", "C", "C", "C", "C", "C", "C", "C", "N", "H", "H", "H", "H", "H", "H", "H", "H", "H", "H", "H", "H", "H", "H", "H"], "positions_angstrom": [[2.54878, -1.11401, -1.03918], [1.49703, -0.27008, -1.57184], [2.55379, -1.20163, 0.32406], [0.63379, -0.45244, 1.37234], [0.96468, 0.67807, -0.63634], [-0.10673, 0.08690, 0.37181], [1.96844, 1.11054, 0.27072], [2.74957, 2.17314, 0.42428], [-2.49373, 0.72182, 1.13077], [-2.12592, -1.45852, 0.14738], [-1.82500, 0.59334, -1.35354], [-1.61754, 0.05681, 0.09781], [2.01562, -0.14517, 1.10440], [3.01521, -1.78253, -1.62320], [0.87154, -0.65319, -2.40976], [2.93784, -2.13375, 0.72792], [0.40354, -1.18412, 2.16180], [3.40941, 2.31973, 1.32118], [2.71393, 3.09965, -0.32703], [-3.46216, 0.34628, 0.97916], [-2.12597, 0.28810, 2.09862], [-2.48859, 1.83006, 1.09231], [-3.15960, -1.39396, 0.01215], [-1.96828, -1.78665, 1.09173], [-1.60108, -2.06685, -0.51943], [-2.69817, 1.21606, -1.43551], [-1.71162, -0.08909, -2.11642], [-0.89880, 1.21151, -1.69618]], "atomic_forces_ev_per_a": [[-1.8, 2.9, 1.7], [-1.6, 1.0, 0.9], [0.5, 0.4, -1.1], [-1.6, -0.1, -1.1], [-0.5, -1.7, -1.3], [-0.5, -0.1, 0.0], [1.7, -0.9, 1.5], [0.1, 1.9, -0.5], [1.9, 0.6, 1.0], [1.0, 3.3, -1.2], [2.2, 2.5, 1.4], [0.7, -1.6, -1.9], [2.0, 0.8, 0.4], [1.6, -2.5, -1.9], [0.5, 0.1, 0.8], [-0.2, 0.4, 0.8], [0.0, 0.7, -0.4], [-0.6, -0.5, -1.1], [-0.2, -2.4, 1.7], [-1.6, -0.1, -0.1], [-0.5, 1.0, -0.4], [0.1, -0.7, 0.3], [-1.6, -0.4, -0.7], [0.6, -1.3, 3.1], [0.6, -1.0, -1.3], [-0.4, 0.0, -0.3], [-0.7, -2.3, -1.4], [-1.6, -0.2, 1.1]]}

=====

Entry 3:
{"formula": "C28H27BrNO5PS3SiSn", "method": "ωB97M-V/def2-TZVPD", "multiplicity": 1, "charge": -2, "e_homo_ha": -0.05132, "orbital_gap_ha": 0.20383, "elements": ["Sn", "S", "C", "S", "S", "Br", "C", "C", "C", "C", "C", "N", "C", "O", "O", "H", "H", "H", "C", "O", "P", "O", "C", "O", "C", "H", "H", "H", "H", "H", "H", "H", "H", "H", "C", "C", "C", "C", "C", "C", "Si", "C", "C", "C", "C", "C", "C", "C", "C", "C", "C", "C", "C", "H", "H", "H", "H", "H", "H", "H", "H", "H", "H", "H", "H", "H", "H", "H"], "positions_angstrom": [[1.16278, 1.71015, 0.84129], [3.52953, 1.31835, 4.93928], [2.71489, 1.47424, 3.49078], [1.02408, 1.87128, 3.42637], [3.48051, 1.24906, 1.94741], [2.03305, 0.15384, -3.64268], [1.36225, 1.94100, -3.83223], [0.99878, 2.36797, -5.09854], [0.48827, 3.65354, -5.18552], [0.36831, 4.41458, -4.03819], [0.78287, 3.88429, -2.81747], [1.28262, 2.64617, -2.73535], [0.64679, 4.73848, -1.53533], [-0.11945, 5.71368, -1.67373], [1.32076, 4.39070, -0.56467], [1.10287, 1.72137, -5.95754], [0.17408, 4.04707, -6.14574], [-0.05886, 5.40666, -4.03408], [-4.33007, 0.96865, 1.36443], [-3.74785, 1.52478, 0.19807], [-2.12625, 1.87607, 0.35873], [-2.12846, 3.32162, 1.05467], [-2.63459, 4.50304, 0.41954], [-1.90378, 2.35392, -1.17591], [-1.77984, 1.39075, -2.20733], [-5.35967, 0.70292, 1.12564], [-4.33381, 1.68703, 2.18758], [-3.79770, 0.07313, 1.69486], [-2.96304, 5.16461, 1.22067], [-3.48069, 4.25934, -0.22504], [-1.84011, 4.97579, -0.15663], [-1.63111, 1.94642, -3.13309], [-2.68088, 0.78019, -2.28193], [-0.91778, 0.74356, -2.03342], [-2.13804, -3.02610, -2.27859], [-2.63829, -2.22888, -1.25853], [-1.77692, -1.69134, -0.31512], [-0.39769, -1.93050, -0.33232], [0.07377, -2.74562, -1.36661], [-0.77548, -3.28078, -2.32643], [0.75211, -1.12820, 0.98509], [2.38067, -2.09495, 0.70266], [2.64746, -3.32248, 1.31336], [3.81375, -4.03056, 1.05514], [4.75128, -3.52605, 0.16568], [4.51692, -2.30227, -0.44475], [3.35556, -1.59777, -0.16439], [0.13680, -1.88249, 2.62385], [-0.97730, -2.71138, 2.76410], [-1.35540, -3.22423, 3.99975], [-0.61860, -2.92014, 5.13430], [0.50008, -2.10531, 5.01916], [0.86569, -1.59421, 3.78470], [-2.80194, -3.43764, -3.03034], [-3.69929, -2.01001, -1.20627], [-2.18900, -1.05843, 0.46300], [1.13225, -2.96227, -1.42917], [-0.36884, -3.89892, -3.11830], [1.92678, -3.73462, 2.00865], [3.99216, -4.97687, 1.55312], [5.66657, -4.07117, -0.03329], [5.25022, -1.88260, -1.12331], [3.20792, -0.62795, -0.62591], [-1.56147, -2.97860, 1.89077], [-2.22584, -3.86750, 4.07263], [-0.91445, -3.31233, 6.10051], [1.08849, -1.85058, 5.89158], [1.74163, -0.96147, 3.73037]], "atomic_forces_ev_per_a": [[0.0, -0.4, 0.0], [0.0, 0.0, -0.1], [0.0, 0.1, 0.0], [0.0, -0.1, -0.1], [-0.1, 0.0, 0.2], [0.0, -0.1, 0.0], [0.0, 0.1, 0.0], [0.0, -0.1, 0.0], [0.0, 0.0, 0.0], [-0.1, 0.0, 0.0], [-0.1, -0.1, -0.1], [0.1, 0.0, 0.0], [0.1, 0.1, -0.2], [-0.4, 0.3, 0.0], [0.2, -0.1, 0.3], [0.0, 0.0, 0.0], [0.0, 0.0, 0.0], [0.0, 0.0, 0.0], [-0.1, 0.0, 0.0], [0.0, 0.1, 0.0], [0.2, 0.2, -0.1], [-0.1, -0.2, 0.1], [0.0, 0.0, 0.0], [-0.2, 0.2, 0.1], [0.1, -0.1, -0.1], [0.0, 0.0, 0.0], [0.0, 0.0, 0.0], [0.0, 0.0, 0.0], [0.0, 0.0, 0.0], [0.0, 0.0, 0.0], [0.0, 0.0, -0.1], [0.0, 0.0, 0.0], [0.0, 0.0, 0.0], [0.0, -0.1, 0.0], [0.0, 0.0, 0.0], [0.0, 0.0, 0.0], [0.0, 0.1, 0.1], [0.0, 0.0, 0.0], [0.0, 0.1, 0.0], [0.0, 0.0, 0.0], [0.1, 0.0, 0.0], [0.0, 0.0, 0.0], [-0.1, 0.0, 0.0], [0.0, 0.0, 0.0], [0.0, 0.0, 0.0], [0.1, 0.0, 0.0], [-0.1, 0.0, -0.1], [0.0, 0.0, 0.0], [0.0, 0.0, 0.0], [0.0, 0.0, 0.0], [0.0, 0.0, 0.0], [0.0, 0.0, 0.0], [0.0, 0.0, 0.0], [0.0, 0.0, 0.0], [0.0, 0.0, 0.0], [0.0, 0.0, 0.0], [0.1, 0.0, 0.0], [0.0, 0.0, 0.0], [0.0, 0.0, 0.0], [0.0, 0.0, 0.0], [0.0, 0.0, 0.0], [0.0, 0.0, 0.0], [0.0, 0.0, -0.1], [0.0, 0.0, 0.0], [0.0, 0.0, 0.0], [0.0, 0.0, 0.0], [0.0, 0.0, 0.0], [0.1, 0.0, 0.0]]}

=====

Entry 4:
{"formula": "C3H10NO", "method": "ωB97M-V/def2-TZVPD", "multiplicity": 2, "e_above_lowest_kcal_mol": 57.3, "charge": 0, "s2": 0.754, "e_homo_ha": [-0.12627, -0.25622], "orbital_gap_ha": [0.14073, 0.26713], "elements": ["N", "H", "H", "H", "H", "C", "C", "C", "O", "H", "H", "H", "H", "H", "H"], "positions_angstrom": [[-1.92200, -0.08177, -0.08056], [-2.37001, -0.53038, -0.87291], [-2.07190, 0.91981, -0.07183], [-2.25555, -0.52092, 0.76857], [-0.75642, -0.23394, -0.12864], [0.79311, 1.32395, -0.73066], [0.80934, -0.16014, -0.49760], [0.91926, -0.70073, 0.82276], [1.16720, -2.07369, 0.98097], [0.51581, 1.86768, 0.17664], [1.76735, 1.73165, -1.05338], [0.16306, 1.59316, -1.58448], [0.96523, -0.82909, -1.33771], [0.84010, -0.09122, 1.71662], [1.43541, -2.21437, 1.89220]], "atomic_forces_ev_per_a": [[-0.9, -0.2, 0.4], [0.1, 0.2, -0.1], [-0.2, 0.0, 0.0], [-0.1, 0.2, 0.2], [1.7, -0.2, -1.2], [1.1, -0.1, -0.5], [-1.9, -0.4, 0.4], [0.5, 0.4, 0.3], [-0.1, 0.1, 0.0], [-0.2, 0.1, -0.1], [0.1, 0.0, 0.4], [-0.4, 0.1, 0.2], [0.3, 0.1, 0.0], [0.2, -0.1, 0.0], [0.0, -0.1, 0.0]]}

=====

Q: Which formula does entry 1 have?
A: C4H10N2

=====

Copy entry 1 word for word.
{"formula": "C4H10N2", "method": "ωB97M-V/def2-TZVPD", "multiplicity": 1, "e_above_lowest_kcal_mol": 169.9, "charge": 0, "e_homo_ha": -0.26807, "orbital_gap_ha": 0.16897, "elements": ["C", "C", "C", "N", "C", "N", "H", "H", "H", "H", "H", "H", "H", "H", "H", "H"], "positions_angstrom": [[2.13929, -0.02284, 0.07777], [1.13234, 0.39033, -0.87816], [-0.12580, 1.06926, -0.17504], [-2.13067, -0.69461, -0.50892], [-1.80267, -0.56105, 0.81474], [-0.53022, 0.26813, 1.04476], [2.14015, -1.07445, 0.41826], [0.68289, -0.54582, -1.26403], [0.37551, -0.18896, 1.15824], [1.43812, 1.03293, -1.70071], [3.18439, 0.17223, -0.13227], [0.21626, 2.00144, 0.29568], [-0.94707, 1.04423, -0.90389], [-1.65402, -1.49685, 1.39225], [-1.45273, -1.30246, -0.98429], [-2.66576, -0.09151, 1.34562]], "atomic_forces_ev_per_a": [[0.7, -1.3, -1.5], [-0.4, -0.6, 0.4], [-0.3, -0.3, 1.9], [0.6, 0.0, -0.9], [-1.0, -0.6, 1.7], [0.9, 0.8, -2.5], [-0.8, 0.7, 0.6], [-0.2, 0.3, -0.2], [-0.9, -0.9, 1.1], [0.3, 0.1, 0.2], [0.0, 1.0, 0.3], [-0.1, 0.1, -0.9], [0.1, 0.6, 0.2], [0.4, 0.0, -0.3], [-0.2, -0.1, 0.2], [0.9, 0.2, -0.3]]}